[1]
ORCA calculation (ωB97M-V/def2-TZVPD) on a cluster of 4 separate species, C14H32O7Si in total.

Each line ends with the Mulliken charge.
CARTESIAN COORDINATES (ANGSTROEM)
C: 0.0376 1.5998 -1.5009  -0.96
C: 0.1801 0.2196 -2.1099  -0.28
O: 1.5582 -0.1984 -2.1182  -0.37
C: 2.1831 -0.8014 -1.0813  0.79
C: 1.5250 -0.7879 0.2664  -0.73
O: 3.3045 -1.2808 -1.2261  -0.62
H: 0.3581 1.6145 -0.4561  0.21
H: -1.0020 1.9368 -1.5485  0.27
H: 0.6664 2.3205 -2.0344  0.36
H: -0.4545 -0.5257 -1.6212  0.39
H: -0.1374 0.2555 -3.1568  0.32
H: 1.8831 0.0738 0.8336  0.25
H: 1.8008 -1.7075 0.7957  0.31
H: 0.4375 -0.7767 0.2264  0.11
C: -5.5417 2.8064 -1.1238  -0.98
C: -5.3992 1.4261 -1.7328  -0.38
O: -4.0212 1.0082 -1.7411  -0.40
C: -3.3963 0.4051 -0.7042  0.66
C: -4.0544 0.4187 0.6435  -0.79
O: -2.2749 -0.0742 -0.8490  -0.49
H: -5.2212 2.8210 -0.0790  0.27
H: -6.5813 3.1433 -1.1714  0.37
H: -4.9129 3.5270 -1.6573  0.30
H: -6.0339 0.6809 -1.2441  0.37
H: -5.7167 1.4620 -2.7797  0.32
H: -3.6963 1.2803 1.2106  0.23
H: -3.7785 -0.5010 1.1728  0.14
H: -5.1418 0.4298 0.6035  0.32
C: -0.4347 -2.6391 3.1244  -0.82
C: -1.0621 -1.5600 3.9834  -0.43
O: -2.4410 -1.3535 3.6229  -0.36
C: -3.4772 -2.0743 4.1090  0.83
C: -3.1894 -3.3527 4.8387  -1.03
O: -4.6338 -1.7267 3.8863  -0.58
H: -0.9263 -3.6048 3.2673  0.32
H: 0.6269 -2.7528 3.3625  0.36
H: -0.5328 -2.3888 2.0628  0.15
H: -0.9608 -1.7599 5.0543  0.34
H: -0.5495 -0.6110 3.7975  0.32
H: -3.2230 -4.1855 4.1334  0.26
H: -3.9621 -3.4965 5.6031  0.31
H: -2.2378 -3.3549 5.3667  0.34
C: 5.7809 1.1930 -4.0137  -0.88
C: 5.7855 0.6829 -2.4512  0.32
O: 6.3273 1.8197 -1.6485  -0.41
Si: 8.0972 1.5924 -1.5882  0.51
H: 6.8516 0.9238 -4.4548  0.23
H: 4.9724 0.6909 -4.6946  0.29
H: 5.7288 2.3793 -4.0125  0.25
H: 6.4518 -0.2849 -2.3882  0.26
H: 4.6920 0.4085 -2.0651  -0.19
H: 8.5484 0.4134 -2.3356  -0.12
H: 8.7620 2.7458 -2.2094  -0.12
H: 8.4358 1.5200 -0.1673  -0.14

Force components x, y, z for each atom (eV/Å):
0.113 0.228 0.081
-0.214 -0.045 0.244
0.770 -0.502 -0.095
1.226 -0.219 -0.380
-0.411 -0.640 0.362
-1.851 0.813 -0.106
-0.119 -0.054 -0.030
0.202 -0.100 -0.036
-0.087 -0.132 -0.017
0.437 0.282 -0.127
0.309 -0.117 0.099
-0.027 -0.053 -0.068
0.199 0.320 -0.114
-0.032 0.272 -0.063
0.125 0.156 0.165
-0.115 0.197 0.153
0.498 -0.496 -0.251
1.079 -0.300 0.114
-0.317 -0.689 0.216
-2.284 0.813 -0.062
-0.128 -0.054 -0.063
0.116 -0.052 -0.014
-0.149 -0.144 -0.021
0.172 0.074 0.057
0.329 -0.140 0.111
-0.032 -0.079 -0.037
0.136 0.375 -0.035
0.037 0.228 0.005
-0.065 -0.198 -0.138
0.137 -0.208 -0.089
-0.419 0.429 0.072
-1.552 0.273 -0.443
-0.036 -0.075 0.804
2.214 -0.241 0.154
0.098 0.068 0.083
-0.111 0.033 -0.021
0.051 0.065 0.186
-0.118 -0.066 -0.118
-0.357 -0.039 -0.019
0.018 0.081 0.056
0.039 -0.013 -0.398
0.092 -0.080 -0.206
1.088 0.070 0.208
-1.305 0.032 -0.987
2.434 -2.473 -0.897
-2.549 0.966 0.067
-2.219 0.561 0.727
1.477 1.036 1.429
-0.233 -2.611 -0.053
-1.361 1.839 0.094
2.551 0.723 -0.838
-0.083 -0.225 0.024
0.031 0.201 0.013
0.198 -0.090 0.198

Gap between HOMO and LUMO in Ha: 0.3717
Spin multiplicity: 1
LUMO level in eV: 0.56
SMILES: CCOC(C)=O.CCOC(C)=O.CCOC(C)=O.CCO[SiH3]
HOMO energy in eV: -9.549


[2]
ORCA calculation (ωB97M-V/def2-TZVPD) on a structure of composition C14H33BBaF4O8.

Each line ends with the Löwdin spin population.
CARTESIAN COORDINATES (ANGSTROEM)
Ba: 0.2680 -0.0741 0.8551  0.01
B: -0.3757 -1.8406 3.1653  0.00
F: -0.0594 -2.4492 1.9993  0.00
F: 0.6904 -1.0024 3.4278  0.00
F: -1.4718 -1.0759 2.8122  0.00
F: -0.7077 -2.6560 4.2151  0.00
C: -1.5003 4.0986 -0.0238  0.04
C: -0.9856 2.7061 0.1749  0.04
O: -0.6893 1.9257 -0.7346  0.18
O: -0.9041 2.3106 1.3464  0.71
H: -0.9276 4.8796 0.4764  0.00
H: -2.5581 4.1614 0.2315  0.00
H: -1.4378 4.2959 -1.0939  0.01
C: -5.0939 -0.6288 -3.3153  0.00
O: -4.5640 -1.1289 -2.1014  0.00
C: -3.9118 -0.0108 -1.5577  0.00
C: -3.3230 -0.2727 -0.1040  0.00
O: -2.0978 -0.9910 -0.0957  0.00
C: -2.1781 -2.4135 -0.2543  0.00
H: -4.2978 -0.1242 -3.8627  0.00
H: -5.8863 0.0795 -3.0733  0.00
H: -5.6275 -1.4458 -3.8011  0.00
H: -4.4968 0.8911 -1.3775  0.00
H: -3.0535 0.2943 -2.1562  0.00
H: -4.1190 -0.7915 0.4301  0.00
H: -3.1536 0.6405 0.4666  0.00
H: -1.2084 -2.9036 -0.1674  0.00
H: -2.5370 -2.6504 -1.2559  0.00
H: -2.8225 -2.7840 0.5429  0.00
C: 2.5742 1.4694 -1.5442  0.00
O: 2.3663 1.6420 -0.1362  0.00
C: 3.5150 1.9729 0.6978  0.00
C: 2.9929 2.4250 2.1118  0.00
O: 2.0742 1.4182 2.6269  0.00
C: 1.4690 1.8857 3.8295  0.00
H: 1.5894 1.3652 -1.9998  0.00
H: 3.1959 0.5931 -1.7276  0.00
H: 3.1639 2.2959 -1.9408  0.00
H: 4.1038 2.8063 0.3147  0.00
H: 4.0366 1.0170 0.7454  0.00
H: 2.5064 3.4002 2.1285  0.00
H: 3.7615 2.5038 2.8805  0.00
H: 0.9532 2.8192 3.6049  0.00
H: 2.2144 1.9340 4.6233  0.00
H: 0.8408 1.0986 4.2465  0.00
C: 3.1801 -2.1350 1.4285  0.00
O: 2.3949 -1.8332 0.2745  0.00
C: 2.1197 -2.9391 -0.6663  0.00
C: 1.4863 -2.3674 -1.9773  0.00
O: 0.4713 -1.3588 -1.5947  0.00
C: 0.0932 -0.6780 -2.8056  0.00
H: 2.6320 -2.7302 2.1589  0.00
H: 3.4555 -1.1531 1.8134  0.00
H: 4.1941 -2.5319 1.3801  0.00
H: 1.3930 -3.6259 -0.2323  0.00
H: 3.0425 -3.4491 -0.9427  0.00
H: 0.9806 -3.1694 -2.5150  0.00
H: 2.2824 -2.1049 -2.6740  0.00
H: -0.5363 0.1671 -2.5268  0.00
H: -0.4834 -1.4093 -3.3721  0.00
H: 0.9670 -0.3683 -3.3788  0.00

Force components x, y, z for each atom (eV/Å):
1.028 -1.239 0.290
-1.280 -0.641 2.189
1.071 -2.273 -2.326
1.171 1.072 0.569
-1.387 1.737 -0.170
0.446 -0.154 -0.162
-0.061 0.240 -0.752
-0.815 2.469 -2.613
-0.043 -0.125 0.301
0.153 -0.855 2.381
-0.049 -0.263 0.300
0.073 -0.044 0.318
0.092 -0.080 -0.120
-1.144 -0.550 0.229
0.381 1.154 0.361
1.991 -0.058 2.924
-0.927 -0.849 -1.356
0.595 0.169 -0.106
-0.534 0.007 -0.117
-0.202 -0.267 -0.578
0.036 0.435 -0.085
0.605 -0.021 -0.429
-0.847 -0.076 -0.535
0.099 0.006 -0.463
0.128 -0.388 0.276
0.080 0.255 -0.369
0.130 0.567 0.273
-0.395 -0.040 0.109
-0.115 -0.296 -0.218
0.931 0.082 0.770
-0.376 0.788 0.450
-1.487 -0.317 0.849
-0.409 -1.561 -0.159
0.167 0.526 -0.903
0.322 -0.859 0.350
0.245 0.187 -0.018
-0.176 -0.401 -0.006
-0.398 0.330 -0.183
0.113 -0.224 -0.395
0.709 0.353 0.353
-0.251 0.095 -0.564
0.660 -0.027 -0.434
-0.083 0.068 0.516
0.323 0.826 -0.079
-0.508 0.146 -0.635
0.207 0.717 0.820
0.282 -1.176 -1.428
-0.596 1.211 -0.138
-0.338 -0.446 1.924
2.218 -0.410 -1.325
-0.614 -0.610 0.476
-0.165 0.171 -0.023
-0.679 0.161 0.522
-0.097 -0.757 -1.340
0.214 -0.071 0.375
0.014 -0.080 0.234
-0.274 -0.235 0.229
-0.134 1.282 0.128
0.067 -0.041 -0.125
-0.140 0.274 -0.412
-0.021 0.109 0.048

Gap between HOMO and LUMO (spin up / spin down) in Ha: 0.3762 / 0.1725
Net charge: +1
Spin multiplicity: 2
LUMO level (spin up / spin down) in eV: -2.36 / -7.91
HOMO energy (spin up / spin down) in eV: -12.599 / -12.599


[3]
ORCA calculation (ωB97M-V/def2-TZVPD) on a cluster of 2 separate species, C14H33BN2O3 in total.

Each line ends with the Mulliken charge.
CARTESIAN COORDINATES (ANGSTROEM)
C: 0.7627 2.4384 2.1480  -1.12
C: 0.0340 3.1784 0.9074  0.42
C: 0.3542 4.7263 0.7594  -1.07
N: -0.7165 2.4682 0.1181  -0.23
B: -2.2029 2.9320 0.1416  0.40
C: -3.2316 1.7335 0.6482  -0.39
C: -4.2849 2.3865 1.6879  -0.67
O: -5.1006 3.3813 1.0173  -0.29
C: -5.0816 4.6131 1.6659  0.21
O: -5.0807 4.8032 2.8862  -0.52
H: 0.4433 1.3434 2.2074  0.16
H: 0.4667 3.0062 3.0956  0.35
H: 1.8997 2.5271 2.0008  0.26
H: 0.3610 5.2247 1.7790  0.29
H: -0.3666 5.2292 0.0504  0.28
H: 1.4177 4.8212 0.3468  0.32
H: -2.3510 3.9445 0.7844  -0.26
H: -2.5008 3.1809 -1.0092  -0.30
H: -2.5979 0.9664 1.2173  0.11
H: -3.8340 1.2882 -0.2028  0.12
H: -3.6658 2.7777 2.5469  0.32
H: -4.9916 1.5359 1.9947  0.33
H: -5.1242 5.5412 0.9983  0.33
C: 0.0889 -4.1708 0.0676  -1.28
C: 1.2036 -3.1584 0.2615  -0.23
N: 2.2736 -3.1675 -0.8337  0.06
C: 2.9502 -4.5360 -0.8157  -1.08
C: 3.3929 -2.1798 -0.4835  -0.31
C: 3.0174 -0.7081 -0.4610  -1.14
C: 1.7187 -2.9852 -2.2585  -0.76
C: 0.8453 -1.7601 -2.5105  -0.39
O: -0.3182 -1.7939 -1.7154  -0.32
C: -0.7651 -0.4990 -1.3056  -0.65
H: 0.4527 -5.1995 0.0982  0.36
H: -0.6318 -4.0646 0.8815  0.43
H: -0.4583 -4.0316 -0.8637  0.28
H: 1.7236 -3.3701 1.2008  0.54
H: 0.8029 -2.1513 0.3377  0.10
H: 3.3241 -4.7219 0.1909  0.38
H: 3.7750 -4.5186 -1.5286  0.42
H: 2.2295 -5.2964 -1.1088  0.46
H: 4.1981 -2.3408 -1.2043  0.35
H: 3.7577 -2.4735 0.5042  0.44
H: 3.0520 -0.2757 -1.4612  0.32
H: 3.7625 -0.1581 0.1187  0.44
H: 2.0468 -0.5038 -0.0105  0.23
H: 1.1419 -3.8868 -2.4747  0.45
H: 2.5853 -2.9684 -2.9243  0.39
H: 0.5269 -1.7831 -3.5603  0.38
H: 1.3998 -0.8331 -2.3831  0.28
H: -0.4005 0.3033 -1.9480  0.35
H: -0.4464 -0.3219 -0.2762  0.20
H: -1.8575 -0.4927 -1.3229  0.28

Force components x, y, z for each atom (eV/Å):
0.665 0.771 -0.897
-0.194 -1.778 -0.914
0.004 -0.448 0.535
1.852 1.095 3.597
-0.762 0.130 -2.286
-0.563 0.805 1.043
0.884 -3.009 -0.391
1.028 2.405 1.407
-0.454 0.282 1.418
0.260 -0.901 -2.750
0.373 1.635 -0.174
0.458 -0.853 -1.191
-1.357 -0.222 0.554
-0.111 -0.377 -1.207
0.762 -0.673 0.900
-1.360 -0.208 0.485
-0.070 0.292 0.463
-0.414 0.299 -0.467
-1.140 0.620 -0.639
0.803 0.123 0.975
-1.197 -0.111 -0.860
0.792 1.426 0.091
-0.067 -1.625 0.204
0.007 -0.256 -0.217
-0.102 0.055 0.103
0.443 -0.571 -0.040
-0.319 0.550 -0.141
-0.272 0.214 0.055
0.098 0.229 -0.194
-0.128 0.147 0.365
-0.438 -0.051 0.044
0.561 -0.231 -0.407
-0.519 0.170 0.455
0.009 0.039 0.112
0.133 0.104 -0.046
0.041 0.168 0.108
0.193 0.018 -0.203
0.027 -0.079 -0.209
-0.059 0.008 -0.100
-0.088 0.010 0.085
0.080 0.088 0.077
-0.140 -0.160 0.043
-0.144 -0.185 -0.138
-0.123 -0.012 0.130
-0.042 -0.181 0.059
0.031 0.035 -0.030
0.080 0.074 0.112
-0.020 0.011 0.114
0.335 -0.179 -0.132
-0.032 -0.013 0.106
0.017 -0.042 0.051
0.003 0.325 -0.058
0.178 0.033 0.001

Gap between HOMO and LUMO in Ha: 0.1676
Spin multiplicity: 1
LUMO level in eV: -0.69
HOMO energy in eV: -5.247